10
Properties=species:S:1:pos:R:3 method="wB97M-V/def2-TZVPD" homo_energy_ev="-20.963 / -20.465" s_squared=6.01 multiplicity=5 homo_lumo_gap_ev="9.976 / 6.594" total_energy_ha=-339.2457 charge=+2
O -2.61222 -3.78617 0.86846
Rh -0.92289 -3.42419 0.94703
C -3.55384 -4.59492 1.51916
O -0.86688 -3.54335 -1.38718
C -0.76452 -2.38480 -1.70714
H -3.22231 -5.63860 1.67792
H -3.78938 -4.18554 2.52179
H -4.50435 -4.65140 0.95832
H 0.07128 -2.02948 -2.34316
H -1.50998 -1.62882 -1.33811



50
Properties=species:S:1:pos:R:3 method="wB97M-V/def2-TZVPD" homo_energy_ev="-14.805 / -14.822" s_squared=3.80 de_lowest_kj_mol=40.5 multiplicity=4 homo_lumo_gap_ev="6.175 / 6.131" total_energy_ha=-1525.6369 charge=+2
Tc 0.07203 -0.06242 0.00545
C -6.73868 2.23146 -2.11349
C -5.80109 1.86409 -3.25589
C -5.83189 2.91035 -4.36648
C -4.99306 2.43163 -5.54359
C -3.60977 2.10672 -5.08734
C -2.55140 2.15720 -5.97187
C -1.25352 1.88389 -5.54022
F -0.25623 1.96492 -6.40266
C -0.99291 1.53639 -4.23169
C -2.04962 1.45644 -3.32209
C -1.79479 1.03221 -1.96700
O -0.61521 0.66055 -1.61901
C -2.89408 1.01619 -1.08481
C -4.15311 1.34987 -1.56205
N -4.40569 1.67010 -2.82090
C -3.37904 1.75274 -3.73523
C -2.82295 0.63575 0.37486
O -3.78754 0.76198 1.08208
O -1.68242 0.14399 0.81177
H -7.67987 2.55553 -2.54695
H -6.34682 3.05396 -1.51970
H -6.96274 1.39037 -1.46387
H -6.11810 0.90160 -3.68120
H -5.45540 3.86210 -3.98873
H -6.86311 3.05559 -4.68363
H -4.95665 3.18421 -6.33095
H -5.44528 1.53526 -5.98061
H -2.71114 2.41498 -7.00791
H 0.01479 1.32827 -3.91003
H -4.96614 1.31147 -0.85086
O 1.06375 -0.66361 1.84511
H 1.39851 -1.54454 2.05550
H 0.86232 -0.22328 2.68532
C -0.98930 -4.86564 -1.13683
Si -1.44875 -3.22924 -0.29056
C -3.06275 -2.52051 -1.00773
C -1.35292 -3.19550 1.61314
C 0.03638 -1.98809 -0.78046
H -1.72928 -5.62436 -0.89559
H -0.02440 -5.24531 -0.81557
H -0.96256 -4.77559 -2.21899
H -3.88049 -3.21485 -0.83080
H -2.99690 -2.36207 -2.08133
H -3.34358 -1.58297 -0.54103
H -2.15022 -3.79923 2.03701
H -1.47248 -2.18517 1.99845
H -0.41750 -3.60826 1.98054
H -0.00004 -1.95276 -1.86535
H 0.94159 -2.50534 -0.46712



11
Properties=species:S:1:pos:R:3 method="wB97M-V/def2-TZVPD" homo_energy_ev=-9.231 de_lowest_kj_mol=339.4 homo_lumo_gap_ev=9.626 total_energy_ha=-322.4451 charge=0
N 1.56229 0.51651 0.94454
C 1.17428 0.32831 -0.24179
O 0.37104 -0.91058 -0.68613
C -0.82104 -0.98290 0.03594
C -1.30329 0.44436 -0.10953
O -0.48932 1.31776 -0.33183
H 2.54090 0.76428 0.97369
H 1.56532 0.70670 -1.18354
H -0.64690 -1.25093 1.09043
H -1.60356 -1.67338 -0.33956
H -2.34972 0.73985 -0.15221



12
Properties=species:S:1:pos:R:3 method="wB97M-V/def2-TZVPD" homo_energy_ev=-10.261 de_lowest_kj_mol=209.4 homo_lumo_gap_ev=10.111 total_energy_ha=-455.7333 charge=0
C -0.08811 -0.03146 0.28556
C -0.14393 1.49472 0.10104
C 1.15280 -0.49805 -0.52310
C -1.26709 -0.64516 -0.38951
H 0.82576 -0.97871 1.64777
H -0.07614 2.03633 1.07510
H 1.17366 -0.20252 -1.56264
H -2.00887 -1.13472 0.27146
O 0.02570 -0.40583 1.63208
O -0.11967 2.02324 -0.98533
O 2.01819 -1.13444 0.02128
O -1.49231 -0.52341 -1.57371



14
Properties=species:S:1:pos:R:3 method="wB97M-V/def2-TZVPD" homo_energy_ev=-8.474 de_lowest_kj_mol=429.0 homo_lumo_gap_ev=8.916 total_energy_ha=-307.5490 charge=0
C -1.83499 0.35044 -0.06945
C -0.35264 0.07041 -0.16687
O 0.28240 1.22484 0.39536
C 1.59751 1.28805 0.53761
C 0.08964 -1.09105 0.73639
O 1.49315 -1.19635 0.77296
H -2.06365 0.55187 0.98233
H -2.43048 -0.49942 -0.41346
H -2.10321 1.23308 -0.65680
H 0.01101 -0.12140 -1.18069
H 2.04328 1.10656 -0.47588
H -0.28387 -2.02919 0.31435
H -0.34263 -0.94637 1.73988
H 1.83456 -0.53249 1.40168



14
Properties=species:S:1:pos:R:3 method="wB97M-V/def2-TZVPD" homo_energy_ev=-9.224 de_lowest_kj_mol=173.4 homo_lumo_gap_ev=10.095 total_energy_ha=-266.6560 charge=0
C -0.70105 1.39019 -0.55816
C 0.10250 0.37077 0.21652
C 1.60484 0.40001 0.04751
N -0.86023 -2.11150 0.03386
C -0.50113 -0.87019 0.56306
N -0.45160 -0.15798 1.59404
H -1.76940 1.14901 -0.53450
H -0.38287 1.35734 -1.60766
H -0.56402 2.41343 -0.19437
H 1.84911 0.39170 -1.02130
H 2.06025 -0.49145 0.49258
H 2.06329 1.28640 0.49602
H -0.49397 -2.86661 0.60528
H -1.87471 -2.16345 -0.00260



18
Properties=species:S:1:pos:R:3 method="wB97M-V/def2-TZVPD" homo_energy_ev=-3.887 de_lowest_kj_mol=88.6 homo_lumo_gap_ev=7.636 total_energy_ha=-347.6159 charge=-1
C -1.64544 -1.85450 0.62980
C -0.22241 -2.49272 0.92691
O -0.18906 -3.18913 2.00906
O 0.61565 -2.25134 0.06021
H -2.03903 -1.01701 1.22975
H -2.36647 -2.60836 0.74105
H -1.70514 -1.57525 -0.43015
C 0.51198 1.88063 -0.79290
C -0.00525 0.47279 -1.08054
C 1.43595 1.97643 0.40842
H 1.04916 2.28578 -1.62631
H -0.36480 2.53235 -0.71848
H 0.33379 0.05228 -2.11471
H -1.06834 0.22367 -0.91923
H 2.26591 1.25667 0.25261
H 1.87088 2.97860 0.55124
H 0.50854 -0.14764 -0.39697
H 1.01409 1.47674 1.27023



27
Properties=species:S:1:pos:R:3 method="wB97M-V/def2-TZVPD" homo_energy_ev=-13.451 de_lowest_kj_mol=570.5 homo_lumo_gap_ev=8.764 total_energy_ha=-685.4580 charge=+1
C -4.48715 0.32062 0.19724
C -3.43925 -0.13979 0.66332
C 0.05125 -1.15805 -1.30049
C 1.01462 1.58542 -0.54997
C -0.35283 1.30167 -1.23907
C 2.10121 0.46374 -0.78025
C -0.88970 -0.12942 -0.91585
C 2.54155 -0.56272 1.61640
C -2.23232 -0.68685 1.16988
N 1.92971 -0.52785 0.32070
N 0.97423 -1.39519 0.07776
O 0.24002 -1.80015 -2.24474
O 0.79114 -2.33062 0.82929
O -1.04845 -0.20114 0.51169
H -5.37837 0.88413 0.12098
H 1.56273 2.42484 -0.77466
H 0.67321 1.73086 0.41795
H -0.91803 2.14639 -0.90721
H -0.20657 1.38037 -2.28260
H 1.96807 -0.22562 -1.74215
H 3.03865 0.95279 -0.73580
H -1.95393 -0.10303 -1.26477
H 2.15884 0.14156 2.23272
H 3.56065 -0.44106 1.41722
H 2.44218 -1.49301 1.94124
H -2.13261 -1.73697 1.08523
H -2.00884 -0.40090 2.13596



13
Properties=species:S:1:pos:R:3 method="wB97M-V/def2-TZVPD" homo_energy_ev=-10.185 de_lowest_kj_mol=233.6 homo_lumo_gap_ev=10.675 total_energy_ha=-344.5129 charge=0
O -0.16448 -0.47152 -2.26790
C -0.61390 0.22808 -1.13998
C -0.06292 -0.39350 0.16511
C 1.45609 -0.26119 0.15991
O 2.13580 -0.76057 -0.70900
C -0.61006 0.20252 1.38865
C -1.05478 0.68656 2.39713
H 0.77692 -0.66645 -2.13145
H -0.34371 1.29726 -1.16830
H -1.70451 0.16634 -1.11268
H -0.29557 -1.46960 0.14028
H 1.91597 0.35393 0.96328
H -1.43486 1.08814 3.31495



20
Properties=species:S:1:pos:R:3 method="wB97M-V/def2-TZVPD" homo_energy_ev=-8.344 de_lowest_kj_mol=376.4 homo_lumo_gap_ev=9.122 total_energy_ha=-403.1906 charge=0
C 3.02523 -0.46788 -0.17273
C -1.80704 -0.80891 -1.63494
C 1.75203 -0.43780 -0.53006
C -1.33152 -0.79220 -0.37179
C 0.83497 0.69028 -0.49484
C -0.60852 -0.02933 1.88308
C -0.75291 0.33963 0.40607
N 0.90321 1.85099 -0.87034
O -1.41486 1.58800 0.21331
H 3.52937 -1.38551 -0.41072
H 3.70860 0.30381 -0.01663
H -2.33902 -1.67308 -2.07115
H -1.74376 0.16889 -2.09512
H 1.39950 -1.37672 -0.98320
H -1.26962 -1.85680 0.02846
H 0.03497 0.80680 2.37808
H -0.32465 -1.03890 2.15052
H -1.55971 0.00535 2.39753
H 0.25718 2.55569 -0.46132
H -2.29345 1.55769 0.65578